# 1
This record from the OMol25 dataset describes the molecule C5H8O. The level of theory is ωB97M-V/def2-TZVPD.

The orbital gap (alpha / beta) is 7.5 / 7.7 eV. The value obtained for the energy relative to the best compared isomer or geometry (same formula, charge and spin) is 4.9879 eV. The HOMO energy (alpha / beta) comes out at -8.28 / -8.60 eV.

CARTESIAN COORDINATES (ANGSTROEM)
C 1.615 0.410 -0.057
C 2.896 0.459 0.349
H -0.079 -1.622 -1.062
H -3.381 -0.371 0.898
H 3.523 1.253 -0.040
H -2.670 0.747 -0.302
C -2.443 -0.004 0.474
H 1.424 1.102 -0.870
C 0.508 -0.359 0.418
H 3.374 -0.288 0.965
O -1.756 -1.107 -0.065
C -0.505 -0.722 -0.582
H -0.654 0.025 -1.390
H -1.853 0.479 1.266

Results of the Löwdin charge analysis, in e, for atoms 1 through 5: -0.24, 0.04, 0.15, 0.09, 0.06

---

# 2
This record from the OMol25 dataset describes the molecule C5H8O at a distorted geometry. The level of theory is ωB97M-V/def2-TZVPD.

The orbital gap is 9.6 eV. The value obtained for the energy relative to the best compared isomer or geometry (same formula, charge and spin) is 2.5829 eV. The HOMO energy comes out at -8.52 eV. The SMILES is C=C/C=C\CO.

CARTESIAN COORDINATES (ANGSTROEM)
H -1.969 -1.417 -0.767
C 1.305 -0.656 0.355
H 1.828 -1.161 -0.473
O 0.162 -1.410 0.699
H -0.423 -0.744 -1.497
H 1.957 1.418 -0.016
C 1.054 0.808 0.052
H -0.493 -0.759 1.027
H -0.257 2.465 0.014
C -1.374 0.553 -0.127
C -1.267 -0.592 -0.830
H 1.953 -0.726 1.235
H -2.313 0.841 0.335
C -0.163 1.381 -0.006

Results of the Löwdin charge analysis, in e, for atoms 1 through 5: 0.08, -0.26, 0.12, -0.12, 0.09

---

# 3
This record from the OMol25 dataset describes the molecule C5H8O. The level of theory is ωB97M-V/def2-TZVPD.

The orbital gap (alpha / beta) is 8.2 / 7.9 eV. The value obtained for the energy relative to the best compared isomer or geometry (same formula, charge and spin) is 4.4188 eV. The HOMO energy (alpha / beta) comes out at -7.85 / -8.02 eV.

CARTESIAN COORDINATES (ANGSTROEM)
C -0.377 -1.198 -0.573
H -1.045 -1.580 0.189
H 1.654 -1.103 -1.075
H 1.191 -0.882 1.667
H -1.921 0.444 -0.582
H 1.677 1.222 -0.746
H -2.238 1.370 0.985
H 0.046 2.301 0.803
O 1.552 -1.382 0.924
C -1.517 0.967 0.273
C -0.207 1.367 0.290
C 0.855 0.664 -0.297
C 0.988 -0.823 -0.250
H -0.657 -1.368 -1.608

Results of the Löwdin charge analysis, in e, for atoms 1 through 5: 0.08, 0.07, 0.15, 0.09, 0.05

---

# 4
This record from the OMol25 dataset describes the molecule C5H8O at a distorted geometry. The level of theory is ωB97M-V/def2-TZVPD.

The orbital gap is 10.6 eV. The value obtained for the energy relative to the best compared isomer or geometry (same formula, charge and spin) is 2.0603 eV. The HOMO energy comes out at -9.61 eV. The SMILES is O[C@H]1C=CCC1.

CARTESIAN COORDINATES (ANGSTROEM)
H 0.161 -1.675 -0.765
O 1.962 -0.032 -0.325
C -1.500 -0.529 -0.166
C -1.172 1.034 -0.059
H 1.288 -0.169 1.482
C 0.053 1.141 0.174
C -0.262 -1.200 0.109
H 0.709 2.051 0.241
H 1.680 -0.090 -1.227
H -0.274 -1.990 0.920
H -2.059 -0.848 -1.078
H -1.892 1.736 -0.404
H -2.399 -0.634 0.502
C 0.730 -0.134 0.430

Results of the Löwdin charge analysis, in e, for atoms 1 through 5: 0.12, -0.05, -0.19, -0.05, 0.18

---

Which of these has the lowest energy relative to the best compared isomer or geometry (same formula, charge and spin)? number 4

---

The highest energy relative to the best compared isomer or geometry (same formula, charge and spin) belongs to which entry? number 1